# 1
CBrClF3N | wB97M-V/def2-TZVPD

The value obtained for the LUMO energy (spin up / spin down) is -1.5 / -0.8 eV. The orbital gap (spin up / spin down) is 8.01 / 9.18 eV. The largest force on an atom is 3.63 eV Å⁻¹. As for the energy relative to the best compared isomer or geometry (same formula, charge and spin): 60.9 kcal per mole.

ORCA input file:
```
! RIJCOSX wB97M-V def2-TZVPD def2/J DEFGRID3
* xyz 0 1
F 0.149 1.777 -0.315
Cl -0.154 -2.507 -0.397
F -1.420 0.368 -0.112
F -0.048 0.753 1.568
Br 2.595 -1.267 -0.596
N 0.777 -1.155 -1.030
C -0.178 0.715 0.252
*
```

Atomic partial charges in e from the Mulliken method, atoms 1 to 2: -0.1691, -0.0018



# 2
CBrClOS | wB97M-V/def2-TZVPD

As for the SMILES: O=C(Cl)SBr. The value obtained for the LUMO energy is -0.8 eV. The orbital gap is 8.69 eV. The largest force on an atom is 3.64 eV Å⁻¹. As for the energy relative to the best compared isomer or geometry (same formula, charge and spin): 14.7 kcal per mole.

ORCA input file:
```
! RIJCOSX wB97M-V def2-TZVPD def2/J DEFGRID3
* xyz 0 1
Cl 1.103 -1.548 -1.351
Br -1.224 2.247 0.981
C 0.392 -0.723 -0.032
S -0.648 1.006 -0.726
O 0.377 -0.982 1.128
*
```

Atomic partial charges in e from the Mulliken method, atoms 1 to 2: -0.0748, -0.0238



# 3
CBrClOS | wB97M-V/def2-TZVPD

As for the SMILES: O=C=S.ClBr. The value obtained for the LUMO energy is -1.5 eV. The orbital gap is 9.15 eV. The largest force on an atom is 0.75 eV Å⁻¹. As for the energy relative to the best compared isomer or geometry (same formula, charge and spin): 0.0 kcal per mole.

ORCA input file:
```
! RIJCOSX wB97M-V def2-TZVPD def2/J DEFGRID3
* xyz 0 1
Br 3.474 0.099 -0.179
Cl 2.303 -1.616 0.352
O -3.001 1.114 -0.396
S -0.727 -0.137 0.342
C -2.049 0.540 -0.120
*
```

Atomic partial charges in e from the Mulliken method, atoms 1 to 2: 0.1103, -0.1285



# 4
CBrF4N | wB97M-V/def2-TZVPD

The value obtained for the LUMO energy (spin up / spin down) is -3.9 / -3.9 eV. The orbital gap (spin up / spin down) is 7.81 / 7.82 eV. The largest force on an atom is 3.60 eV Å⁻¹. As for the energy relative to the best compared isomer or geometry (same formula, charge and spin): 38.5 kcal per mole.

ORCA input file:
```
! RIJCOSX wB97M-V def2-TZVPD def2/J DEFGRID3
* xyz 0 1
F -1.004 1.153 -0.869
N 0.323 -0.723 -0.555
F -1.868 -0.859 -0.798
Br 1.703 0.114 -0.151
F 2.964 0.278 1.614
C -0.926 -0.104 -0.251
F -1.193 0.141 1.011
*
```

Atomic partial charges in e from the Mulliken method, atoms 1 to 2: -0.2554, -0.3102



# 5
CBrIOS | wB97M-V/def2-TZVPD

The value obtained for the LUMO energy is -0.7 eV. The orbital gap is 9.22 eV. The largest force on an atom is 6.68 eV Å⁻¹. As for the energy relative to the best compared isomer or geometry (same formula, charge and spin): 11.9 kcal per mole.

ORCA input file:
```
! RIJCOSX wB97M-V def2-TZVPD def2/J DEFGRID3
* xyz 0 1
C -0.273 0.131 -0.012
Br 2.489 -0.886 0.334
I -1.292 1.958 -0.518
O -0.893 -0.925 0.262
S 1.220 0.731 -0.327
*
```

Atomic partial charges in e from the Mulliken method, atoms 1 to 2: 0.5668, -0.1112



# 6
CCl3F3Si | wB97M-V/def2-TZVPD

As for the SMILES: F[Si](F)(F)C(Cl)(Cl)Cl. The value obtained for the LUMO energy is 0.0 eV. The orbital gap is 11.46 eV. The largest force on an atom is 1.92 eV Å⁻¹. As for the energy relative to the best compared isomer or geometry (same formula, charge and spin): 0.5 kcal per mole.

ORCA input file:
```
! RIJCOSX wB97M-V def2-TZVPD def2/J DEFGRID3
* xyz 0 1
F 1.504 -1.434 -0.082
F 1.501 0.565 1.364
Cl -1.516 -0.933 1.393
F 1.464 0.795 -1.301
Si 0.946 0.040 -0.015
Cl -1.423 1.774 0.144
Cl -1.560 -0.731 -1.486
C -0.915 -0.076 -0.017
*
```

Atomic partial charges in e from the Mulliken method, atoms 1 to 2: -0.2279, -0.2280



# 7
CCl3FOS | wB97M-V/def2-TZVPD

The value obtained for the LUMO energy is -0.7 eV. The orbital gap is 9.55 eV. The largest force on an atom is 2.11 eV Å⁻¹. As for the energy relative to the best compared isomer or geometry (same formula, charge and spin): 43.1 kcal per mole.

ORCA input file:
```
! RIJCOSX wB97M-V def2-TZVPD def2/J DEFGRID3
* xyz 0 1
O 0.822 -3.121 0.261
Cl -0.897 -1.077 1.238
Cl -1.545 -2.836 -1.285
S 0.114 -2.029 -0.318
F -0.107 3.117 0.344
Cl 1.168 1.299 -0.672
C -0.248 1.857 -0.004
*
```

Atomic partial charges in e from the Mulliken method, atoms 1 to 2: -0.3983, -0.1172



# 8
CCl3OP | wB97M-V/def2-TZVPD

As for the SMILES: O=C(Cl)P(Cl)Cl. The value obtained for the LUMO energy is -0.2 eV. The orbital gap is 9.18 eV. The largest force on an atom is 3.61 eV Å⁻¹. As for the energy relative to the best compared isomer or geometry (same formula, charge and spin): 14.6 kcal per mole.

ORCA input file:
```
! RIJCOSX wB97M-V def2-TZVPD def2/J DEFGRID3
* xyz 0 1
Cl -1.341 -0.869 -1.824
P -0.864 -0.958 0.040
C 1.012 0.283 0.077
Cl 1.579 0.153 1.698
Cl -1.959 0.516 0.805
O 1.572 0.875 -0.795
*
```

Atomic partial charges in e from the Mulliken method, atoms 1 to 2: -0.1207, 0.3939



# 9
CCl4 | wB97M-V/def2-TZVPD

As for the SMILES: ClC(Cl)(Cl)Cl. The value obtained for the LUMO energy is -0.2 eV. The orbital gap is 10.95 eV. The largest force on an atom is 4.04 eV Å⁻¹. As for the energy relative to the best compared isomer or geometry (same formula, charge and spin): 13.0 kcal per mole.

ORCA input file:
```
! RIJCOSX wB97M-V def2-TZVPD def2/J DEFGRID3
* xyz 0 1
C 0.001 -0.050 -0.149
Cl -1.356 -0.536 -1.010
Cl 1.664 -0.605 -0.504
Cl 0.031 1.849 0.097
Cl -0.340 -0.657 1.567
*
```

Atomic partial charges in e from the Mulliken method, atoms 1 to 2: 0.3495, -0.0335



# 10
CCl4 | wB97M-V/def2-TZVPD

As for the SMILES: ClC(Cl)(Cl)Cl. The value obtained for the LUMO energy is 0.2 eV. The orbital gap is 11.54 eV. The largest force on an atom is 0.91 eV Å⁻¹. As for the energy relative to the best compared isomer or geometry (same formula, charge and spin): 1.1 kcal per mole.

ORCA input file:
```
! RIJCOSX wB97M-V def2-TZVPD def2/J DEFGRID3
* xyz 0 1
Cl 1.239 0.875 0.903
Cl -1.461 -0.043 1.000
Cl -0.274 0.808 -1.600
C 0.007 0.015 -0.001
Cl 0.489 -1.655 -0.302
*
```

Atomic partial charges in e from the Mulliken method, atoms 1 to 2: -0.0853, -0.0951



# 11
CCl4O2P | wB97M-V/def2-TZVPD

The value obtained for the LUMO energy (spin up / spin down) is 3.2 / -0.1 eV. The orbital gap (spin up / spin down) is 7.89 / 5.77 eV. The largest force on an atom is 2.68 eV Å⁻¹. As for the energy relative to the best compared isomer or geometry (same formula, charge and spin): 0.0 kcal per mole.

ORCA input file:
```
! RIJCOSX wB97M-V def2-TZVPD def2/J DEFGRID3
* xyz -1 3
Cl 2.336 -0.046 0.654
O -1.695 -0.266 -0.774
P -0.470 -0.799 -0.217
O -0.587 -1.635 0.997
C 0.768 0.493 0.272
Cl 0.530 3.897 -0.480
Cl 0.640 -1.790 -1.668
Cl 0.112 1.865 0.949
*
```

Atomic partial charges in e from the Mulliken method, atoms 1 to 2: -0.1326, -0.6365



# 12
CClN5O2 | wB97M-V/def2-TZVPD

As for the SMILES: O=[N+]([O-])n1nnnc1Cl. The value obtained for the LUMO energy is -1.0 eV. The orbital gap is 10.12 eV. The largest force on an atom is 5.44 eV Å⁻¹. As for the energy relative to the best compared isomer or geometry (same formula, charge and spin): 15.0 kcal per mole.

ORCA input file:
```
! RIJCOSX wB97M-V def2-TZVPD def2/J DEFGRID3
* xyz 0 1
O 2.392 0.825 0.182
N 0.382 -0.030 -0.031
O 0.698 2.115 -0.161
N -1.444 -1.467 0.011
N 1.239 1.059 -0.003
Cl -2.360 1.081 0.048
C -1.408 -0.226 0.006
N 0.723 -1.281 -0.033
N -0.223 -2.077 -0.019
*
```

Atomic partial charges in e from the Mulliken method, atoms 1 to 2: -0.5421, 0.1732